10
Properties=species:S:1:pos:R:3 method="wB97M-V/def2-TZVPD" de_lowest_kcal_mol=64.9 orbital_gap_ha=0.363 multiplicity=1 lumo_energy_ev=-0.24 energy_ev=-9674.641
O -1.576 1.354 0.627
C -0.806 0.485 0.113
C -0.909 -0.495 -0.914
N 0.121 -1.255 -1.200
N 1.290 -1.135 -0.542
C 1.384 -0.229 0.409
N 0.375 0.579 0.753
H -0.387 1.481 1.302
H -1.820 -0.646 -1.483
H 2.328 -0.139 0.935



60
Properties=species:S:1:pos:R:3 method="wB97M-V/def2-TZVPD" de_lowest_kcal_mol=0.0 orbital_gap_ha=0.315 multiplicity=1 lumo_energy_ev=0.63 smiles="Cc1cc(C(=O)CN2C(=O)NC(c3ccccc3)(c3ccccc3)C2=O)c(C)n1Cc1ccco1" energy_ev=-42103.365
C 3.888 -1.019 0.344
C 2.880 -1.052 -0.748
C 2.073 -2.069 -1.162
C 1.270 -1.575 -2.228
C 1.655 -0.261 -2.447
N 2.637 0.036 -1.552
C 3.304 1.303 -1.401
C 2.707 2.127 -0.301
C 1.416 2.447 -0.006
C 1.472 3.277 1.141
C 2.789 3.398 1.456
O 3.548 2.701 0.591
H 3.299 3.929 2.234
H 0.645 3.724 1.653
H 0.540 2.116 -0.525
H 4.360 1.137 -1.170
H 3.242 1.852 -2.345
C 1.246 0.681 -3.523
H 0.544 1.420 -3.137
H 2.108 1.204 -3.936
H 0.773 0.136 -4.335
C 0.251 -2.381 -2.889
O 0.403 -3.543 -3.185
C -1.126 -1.703 -3.061
N -1.676 -1.489 -1.741
C -1.489 -0.382 -0.979
O -0.980 0.656 -1.331
C -2.026 -0.719 0.417
N -2.618 -2.016 0.180
C -2.406 -2.489 -1.069
O -2.777 -3.525 -1.546
H -3.129 -2.528 0.878
C -3.068 0.237 0.962
C -3.496 0.061 2.274
C -4.478 0.877 2.804
C -5.041 1.877 2.028
C -4.619 2.054 0.722
C -3.639 1.234 0.187
H -3.312 1.385 -0.830
H -5.054 2.832 0.113
H -5.807 2.516 2.441
H -4.803 0.734 3.823
H -3.048 -0.712 2.882
C -0.792 -0.791 1.306
C -0.319 0.363 1.917
C 0.817 0.314 2.704
C 1.490 -0.882 2.882
C 1.030 -2.029 2.259
C -0.102 -1.984 1.467
H -0.450 -2.883 0.978
H 1.554 -2.964 2.387
H 2.373 -0.920 3.504
H 1.175 1.215 3.179
H -0.844 1.295 1.776
H -1.048 -0.737 -3.560
H -1.792 -2.381 -3.600
H 2.014 -3.057 -0.754
H 3.862 -1.961 0.883
H 3.678 -0.210 1.043
H 4.895 -0.879 -0.053



117
Properties=species:S:1:pos:R:3 method="wB97M-V/def2-TZVPD" orbital_gap_ha="0.238 / 0.221" multiplicity=4 lumo_energy_ev="-2.82 / -3.27" energy_ev=-104085.224 charge=+1
Re 1.689 0.369 0.651
C -12.615 -1.134 0.557
O -11.868 0.070 0.417
C -10.525 -0.020 0.446
C -9.823 -1.202 0.668
C -8.437 -1.181 0.691
C -7.733 -0.002 0.490
C -8.450 1.177 0.271
C -9.827 1.172 0.246
C -6.268 -0.033 0.517
N -5.534 -1.037 0.939
C -4.237 -0.625 0.775
C -4.174 0.637 0.254
N -5.488 1.009 0.082
C -2.951 1.297 -0.078
C -2.887 2.548 -0.704
C -1.668 3.036 -1.081
C -0.528 2.297 -0.780
N -0.536 1.148 -0.114
C -1.751 0.618 0.209
C -1.809 -0.691 0.841
N -0.639 -1.260 1.135
C -0.625 -2.455 1.687
C -1.794 -3.178 1.961
C -3.006 -2.608 1.660
C -3.032 -1.328 1.094
H -13.658 -0.855 0.453
H -12.457 -1.580 1.541
H -12.352 -1.853 -0.220
H -10.344 -2.136 0.824
H -7.883 -2.094 0.869
H -7.940 2.125 0.137
H -10.392 2.081 0.082
H -5.833 1.878 -0.283
H -3.793 3.108 -0.904
H -1.566 3.977 -1.606
H 0.418 2.649 -1.146
H 0.355 -2.855 1.935
H -1.730 -4.164 2.401
H -3.943 -3.116 1.854
N 9.314 2.400 -0.785
C 7.996 2.461 -1.176
C 7.461 1.493 -2.031
C 6.124 1.517 -2.367
C 5.302 2.528 -1.878
C 5.833 3.528 -1.063
C 7.162 3.485 -0.704
S 3.621 2.542 -2.353
O 3.229 3.905 -2.611
O 3.458 1.551 -3.378
N 2.719 2.020 -1.071
C 2.396 2.891 -0.115
S 2.390 4.637 -0.077
C 1.679 4.596 1.515
C 1.452 3.345 1.917
N 1.847 2.378 0.999
H 9.943 1.811 -1.299
H 9.725 3.207 -0.352
H 8.105 0.715 -2.426
H 5.705 0.771 -3.027
H 5.214 4.351 -0.729
H 7.575 4.259 -0.066
H 1.484 5.506 2.059
H 1.033 3.043 2.864
N 0.346 -1.022 7.846
C 0.527 -0.837 6.726
C 0.759 -0.601 5.320
C -0.025 0.325 4.632
C 0.225 0.570 3.293
C 1.259 -0.089 2.627
C 2.016 -1.033 3.315
C 1.769 -1.291 4.653
H -0.824 0.841 5.147
H -0.420 1.263 2.760
H 2.821 -1.555 2.810
H 2.362 -2.020 5.190
C 0.630 -3.657 -4.174
N 1.057 -3.537 -2.789
N 0.929 -2.362 -2.076
C 1.554 -2.512 -0.882
O 1.690 -1.593 -0.015
C 2.041 -3.832 -0.832
C 1.736 -4.418 -2.037
C 2.050 -5.785 -2.542
C 0.164 -1.258 -2.569
C -1.197 -1.245 -2.293
C -1.978 -0.208 -2.775
C -1.389 0.816 -3.509
C -0.025 0.795 -3.775
C 0.760 -0.256 -3.314
H -0.187 -2.968 -4.362
H 0.278 -4.670 -4.344
H 1.446 -3.435 -4.863
H 2.586 -4.264 -0.008
H 2.628 -6.328 -1.797
H 2.630 -5.741 -3.466
H 1.135 -6.346 -2.744
H -1.635 -2.055 -1.721
H -3.044 -0.200 -2.577
H -1.996 1.634 -3.878
H 0.445 1.597 -4.330
H 1.824 -0.269 -3.513
C 3.899 1.727 3.076
C 4.418 0.773 2.034
C 5.719 0.410 1.904
C 5.836 -0.389 0.729
C 4.604 -0.512 0.174
C 4.320 -1.179 -1.138
N 3.688 0.176 0.987
H 4.528 1.652 3.964
H 2.875 1.533 3.381
H 3.952 2.764 2.727
H 6.516 0.715 2.569
H 6.738 -0.817 0.312
H 5.249 -1.211 -1.706
H 3.592 -0.622 -1.737
H 3.983 -2.207 -1.029



20
Properties=species:S:1:pos:R:3 method="wB97M-V/def2-TZVPD" de_lowest_kcal_mol=114.0 orbital_gap_ha="0.283 / 0.283" multiplicity=1 lumo_energy_ev="-0.68 / -0.68" smiles="C#C/[SiH]=C/Cl.c1ccccc1" energy_ev=-29873.832
C -3.273 1.198 3.459
C -2.544 1.698 2.642
C 1.213 -1.389 0.015
C 0.258 -0.416 0.118
C 1.722 -1.799 -1.315
C -0.207 0.206 -0.981
C 1.055 -1.280 -2.398
C 0.147 -0.230 -2.244
C -1.792 3.534 0.028
Si -1.323 2.673 1.515
Cl -0.473 4.263 -0.856
H -3.885 0.449 3.805
H 1.533 -1.928 1.034
H -0.071 0.033 1.064
H 2.454 -2.610 -1.491
H -0.930 0.969 -0.809
H 1.436 -1.585 -3.301
H -0.250 0.126 -3.211
H -2.696 4.163 -0.009
H 0.061 2.587 2.061